Below is a molecular structure, C12H27Cl2O5OsP2, with properties calculated with the ωB97M-V functional and the def2-TZVPD basis.

Values from the calculation:
Frontier orbital gap (alpha / beta) in eV: 5.8 / 4.0
Calculated total energy in Ha: -2542.14034
Energy relative to the best compared isomer or geometry (same formula, charge and spin) in kcal per mole: 28.61
Net charge: +3
Spin multiplicity: 5
E_LUMO (alpha / beta) in eV: -13.230 / -14.898
Max |F| in eV Å⁻¹: 11.32

XYZ file:
```
49
Properties=species:S:1:pos:R:3:mulliken_charge:R:1
C 0.267 -3.132 -2.677 -1.29
C 0.541 -2.227 -1.543 0.83
H -0.832 -3.102 -2.828 0.36
H 0.707 -4.116 -2.373 0.34
H 0.666 -2.861 -3.669 0.36
O -0.313 -1.761 -0.788 -0.55
Cl 2.080 -1.488 -1.519 -0.09
Os -1.190 2.301 -1.831 1.26
P -0.154 1.229 -3.453 0.53
C -1.685 2.024 -4.117 -1.20
C 1.234 2.372 -3.730 -1.35
H 1.190 -0.539 -4.161 0.40
H 0.232 0.228 -5.526 0.61
H -0.586 -0.904 -4.357 0.35
C 0.212 -0.162 -4.497 -1.14
H 2.070 1.937 -3.163 0.42
H 1.448 2.385 -4.804 0.47
H -1.282 2.408 -5.059 0.46
H -2.005 2.899 -3.441 0.33
H 0.992 3.366 -3.325 0.51
H -2.521 1.327 -4.279 0.48
C -2.747 1.454 -1.475 0.42
O -3.752 0.925 -1.131 -0.29
Cl 0.481 3.362 -0.479 -0.27
C -2.086 2.262 3.188 -1.29
C -0.748 2.137 2.523 0.04
O -0.492 0.873 1.855 -0.01
P -0.926 -0.582 2.439 0.49
O -0.653 -0.361 4.030 -0.40
C 0.597 0.049 4.664 -0.31
C 1.821 0.182 3.803 -0.70
O 0.336 -1.517 1.938 0.10
C 0.280 -2.945 2.078 -0.38
C 1.621 -3.525 1.750 -1.10
H -2.897 2.093 2.480 0.32
H -2.169 3.287 3.559 0.43
H -2.206 1.599 4.050 0.34
H -0.660 2.848 1.694 0.17
H 0.056 2.358 3.235 0.21
H 0.412 1.000 5.185 0.31
H 0.758 -0.722 5.423 0.36
H 1.713 0.894 2.979 0.19
H 2.627 0.559 4.438 0.45
H 2.152 -0.790 3.419 0.06
H -0.013 -3.193 3.104 0.48
H -0.467 -3.364 1.388 0.36
H 2.401 -3.170 2.416 0.35
H 1.561 -4.601 1.858 0.41
H 1.928 -3.295 0.731 0.16
```

---

Below is a molecular structure, C12H27FGaO3, with properties calculated with the ωB97M-V functional and the def2-TZVPD basis.

Values from the calculation:
Frontier orbital gap in eV: 6.7
Calculated total energy in Ha: -2723.69963
Net charge: -1
E_LUMO in eV: 2.649
Max |F| in eV Å⁻¹: 2.56

XYZ file:
```
44
Properties=species:S:1:pos:R:3:mulliken_charge:R:1
C -0.194 0.859 -3.966 -0.92
C -0.627 0.191 -2.533 0.29
F 0.273 0.742 -1.494 -0.28
C -0.551 -1.445 -2.474 -0.81
Ga -0.081 -2.051 -0.536 -0.03
H -0.211 2.043 -3.818 0.21
H 0.915 0.550 -4.250 0.25
H -0.917 0.595 -4.861 0.28
H -1.719 0.509 -2.257 0.17
H 0.242 -1.930 -3.187 0.22
H -1.610 -1.926 -2.713 0.26
H 0.966 -1.047 0.205 -0.23
H 0.643 -3.504 -0.490 -0.20
H -1.396 -2.081 0.377 -0.19
C -0.325 -7.242 -1.267 -1.03
C -0.870 -6.669 0.014 0.71
O -0.574 -5.534 0.382 -0.40
C -1.790 -7.540 0.827 -1.10
H 0.324 -6.503 -1.748 0.27
H 0.264 -8.138 -1.053 0.31
H -1.147 -7.480 -1.947 0.31
H -1.267 -8.448 1.135 0.32
H -2.678 -7.791 0.241 0.32
H -2.105 -6.996 1.724 0.28
C 0.776 3.680 -1.225 -0.67
C 0.540 5.145 -0.971 0.71
O 1.168 6.009 -1.581 -0.62
C -0.495 5.512 0.059 -0.62
H 1.549 3.565 -1.992 0.33
H 1.118 3.194 -0.308 0.26
H -0.145 3.212 -1.583 0.07
H -0.209 5.108 1.034 -0.03
H -1.472 5.126 -0.241 0.31
H -0.558 6.603 0.137 0.30
C 2.366 3.632 3.495 -1.07
C 0.871 3.460 3.539 0.84
O 0.178 3.646 2.540 -0.57
C 0.258 3.053 4.852 -1.18
H 2.668 3.928 2.485 0.25
H 2.671 4.415 4.195 0.33
H 2.856 2.687 3.744 0.35
H 0.469 3.810 5.611 0.34
H 0.654 2.082 5.161 0.35
H -0.828 2.967 4.734 0.28
```

---

> Which of these has the highest net charge?

C12H27Cl2O5OsP2

---

> The highest calculated total energy belongs to which entry?

C12H27Cl2O5OsP2